{
  "formula": "C17H22N4O6V",
  "method": "ωB97M-V/def2-TZVPD",
  "fmax_ev_per_a": 1.0,
  "e_lumo_ev": [0.2, 0.2],
  "s2": 3.757,
  "mol_weight_g_mol": 429.3,
  "e_homo_ev": [-7.27, -9.29],
  "e_above_lowest_ev": 0.271,
  "multiplicity": 4,
  "species": ["V", "O", "C", "O", "C", "C", "C", "C", "C", "N", "H", "H", "H", "H", "C", "C", "C", "C", "C", "C", "O", "N", "C", "O", "N", "C", "O", "H", "H", "H", "H", "H", "H", "H", "H", "H", "H", "H", "C", "N", "C", "C", "O", "H", "H", "H", "H", "H", "H", "H"],
  "coordinates": [[-1.0410, 0.4321, -0.6844], [-1.7512, 1.8100, 3.0110], [-1.6517, 1.5546, 1.8261], [-1.4873, 0.4028, 1.2807], [-1.7599, 2.7047, 0.8167], [-1.9515, 4.0165, 1.2184], [-2.0664, 5.0051, 0.2576], [-2.0039, 4.6495, -1.0803], [-1.8143, 3.3194, -1.4016], [-1.6909, 2.3677, -0.4788], [-1.9984, 4.2200, 2.2776], [-2.2016, 6.0387, 0.5448], [-2.0895, 5.3855, -1.8661], [-1.7462, 2.9978, -2.4356], [3.2271, -1.7285, -2.4018], [3.2229, -2.0317, -0.9124], [2.7460, -0.8519, -0.0667], [2.5816, -1.2415, 1.4361], [3.8207, -1.8297, 2.0915], [3.7471, 0.2878, -0.1463], [4.9449, 0.1132, -0.1183], [3.2175, 1.5534, -0.2033], [1.8719, 1.9020, -0.3587], [1.5455, 3.0690, -0.3825], [0.9882, 0.8740, -0.5060], [1.3677, -0.4041, -0.4899], [0.4807, -1.2530, -0.7589], [3.6146, -2.5764, -2.9649], [3.8644, -0.8715, -2.6248], [2.2208, -1.5186, -2.7686], [4.2336, -2.2804, -0.5893], [2.5769, -2.8842, -0.6959], [1.7566, -1.9579, 1.4758], [2.2513, -0.3556, 1.9882], [4.1056, -2.7772, 1.6369], [3.6139, -2.0177, 3.1453], [4.6743, -1.1570, 2.0247], [3.8705, 2.3248, -0.1833], [-2.4747, -2.6309, 0.3172], [-3.7630, -2.1683, -0.2013], [-4.9780, -2.8795, 0.1713], [-3.8793, -1.0402, -0.8932], [-2.9817, -0.2458, -1.2050], [-2.5883, -3.6672, 0.6296], [-2.1496, -2.0194, 1.1540], [-1.7168, -2.5828, -0.4697], [-4.7035, -3.8537, 0.5665], [-5.6144, -3.0309, -0.6995], [-5.5354, -2.3421, 0.9391], [-4.9057, -0.8312, -1.2222]],
  "atomic_forces_ev_per_a": [[0.007, -0.972, -0.076], [-0.014, -0.003, 0.036], [-0.075, 0.239, -0.041], [0.068, -0.090, -0.024], [-0.127, 0.099, 0.073], [0.047, -0.131, 0.084], [0.002, -0.048, 0.019], [0.004, -0.045, -0.041], [0.009, 0.112, -0.155], [-0.205, 0.581, 0.187], [0.005, 0.007, 0.035], [-0.011, 0.025, 0.013], [0.000, 0.014, -0.014], [-0.001, 0.034, 0.043], [-0.024, 0.002, -0.096], [0.065, -0.055, 0.074], [-0.025, 0.021, 0.061], [-0.080, 0.040, -0.023], [0.036, 0.004, 0.028], [-0.012, -0.002, -0.022], [0.030, -0.009, -0.009], [0.065, 0.116, 0.024], [-0.013, 0.205, 0.094], [0.097, -0.015, 0.000], [0.284, -0.102, -0.192], [-0.067, -0.166, -0.004], [-0.197, 0.172, 0.067], [0.007, -0.024, -0.026], [0.023, 0.029, -0.009], [0.015, -0.001, 0.003], [-0.029, -0.015, 0.008], [-0.002, 0.003, -0.013], [0.029, 0.031, 0.004], [0.000, -0.031, -0.022], [0.005, -0.033, -0.014], [0.006, -0.003, 0.006], [0.000, 0.008, 0.003], [-0.031, -0.036, 0.009], [0.078, 0.073, -0.259], [0.153, 0.194, -0.071], [-0.107, -0.069, 0.055], [0.068, 0.104, -0.100], [-0.063, -0.449, 0.038], [0.043, 0.073, -0.010], [0.063, 0.095, 0.114], [-0.077, 0.043, 0.119], [-0.037, 0.010, -0.042], [-0.035, 0.020, 0.017], [-0.002, -0.031, 0.024], [0.024, -0.023, 0.027]]
}


{
  "formula": "H3N4",
  "method": "ωB97M-V/def2-TZVPD",
  "fmax_ev_per_a": 2.9,
  "e_lumo_ev": [4.9, 4.8],
  "mol_weight_g_mol": 59.1,
  "charge": -1,
  "e_homo_ev": [-1.82, -1.48],
  "e_above_lowest_ev": 1.296,
  "species": ["N", "N", "N", "N", "H", "H", "H"],
  "coordinates": [[2.0864, 0.0198, -0.0720], [-0.1173, 0.6713, 1.0038], [-1.8817, -0.1433, -0.2602], [-1.1975, 0.4231, 0.6394], [1.6466, 0.0053, -1.0785], [2.3779, -1.0524, 0.0481], [-2.9144, 0.0762, -0.2806]],
  "atomic_forces_ev_per_a": [[-0.602, -2.286, -1.691], [-1.632, -0.207, 0.442], [-1.581, -0.704, -1.119], [2.096, 0.700, -0.220], [0.993, -0.116, 2.033], [-0.906, 2.486, -0.365], [1.632, 0.128, 0.920]]
}


{
  "formula": "C16H32Br16",
  "method": "ωB97M-V/def2-TZVPD",
  "fmax_ev_per_a": 1.3,
  "e_lumo_ev": 0.1,
  "mol_weight_g_mol": 1502.9,
  "e_homo_ev": -10.08,
  "e_above_lowest_ev": 0.931,
  "smiles": "BrCCBr.BrCCBr.BrCCBr.BrCCBr.BrCCBr.BrCCBr.BrCCBr.BrCCBr",
  "species": ["Br", "C", "C", "Br", "H", "H", "H", "H", "Br", "C", "C", "Br", "H", "H", "H", "H", "Br", "C", "C", "Br", "H", "H", "H", "H", "Br", "C", "C", "Br", "H", "H", "H", "H", "Br", "C", "C", "Br", "H", "H", "H", "H", "Br", "C", "C", "Br", "H", "H", "H", "H", "Br", "C", "C", "Br", "H", "H", "H", "H", "Br", "C", "C", "Br", "H", "H", "H", "H"],
  "coordinates": [[-7.5763, 3.9877, 0.0285], [-5.6924, 3.4391, 0.2457], [-5.1221, 3.9750, 1.5434], [-5.7631, 3.0489, 3.1159], [-5.0748, 3.8060, -0.5734], [-5.7009, 2.3555, 0.1649], [-5.3765, 5.0274, 1.6203], [-4.0442, 3.8339, 1.5004], [1.0917, 3.4049, -0.5255], [1.3118, 2.8951, -2.4348], [0.2158, 3.5458, -3.2266], [-1.4618, 2.5418, -3.0881], [1.3592, 1.8098, -2.5239], [2.3150, 3.1517, -2.7772], [0.4071, 3.5414, -4.2989], [0.0561, 4.5854, -2.9580], [-1.8933, -1.0959, -2.6562], [-3.7603, -1.1484, -2.1736], [-4.3735, -2.5169, -2.3215], [-6.3060, -2.4239, -2.2149], [-4.2903, -0.4850, -2.8584], [-3.9188, -0.7263, -1.1857], [-3.9810, -3.2313, -1.6011], [-4.1945, -2.9409, -3.3068], [1.2054, 0.5501, 3.8217], [0.4648, 2.3062, 4.3518], [-0.0799, 2.1992, 5.7500], [-0.8105, 3.9419, 6.3358], [-0.2259, 2.7047, 3.6105], [1.2599, 3.0523, 4.3642], [0.7468, 1.9542, 6.4150], [-0.8414, 1.4482, 5.9340], [5.5469, -0.5445, 1.9615], [3.9643, -1.5590, 2.4475], [4.3397, -2.6493, 3.4087], [2.7429, -3.3803, 4.3371], [3.4351, -2.0417, 1.6232], [3.2160, -0.8472, 2.7949], [5.0498, -2.3266, 4.1687], [4.8489, -3.4777, 2.9206], [4.4656, 1.5335, -1.4676], [5.2753, -0.2544, -1.8501], [4.1994, -1.2062, -2.3150], [5.0448, -2.9746, -2.3738], [5.8343, -0.6489, -1.0117], [5.9360, -0.0116, -2.6766], [3.7594, -1.0170, -3.2879], [3.3924, -1.3256, -1.5980], [-2.8101, 1.1281, 1.2702], [-1.0200, 0.7075, 0.5977], [-0.6593, -0.7178, 0.9342], [1.0565, -1.2363, 0.1336], [-0.2424, 1.3493, 1.0066], [-1.0418, 0.8687, -0.4745], [-1.3558, -1.4489, 0.5306], [-0.5622, -0.8573, 2.0064], [-1.2647, -4.8983, -1.3718], [0.3486, -4.0654, -2.0981], [1.1440, -4.9013, -3.0923], [2.0457, -3.6749, -4.3490], [1.0098, -3.8132, -1.2804], [0.0010, -3.1656, -2.5872], [0.4576, -5.5051, -3.6848], [1.8966, -5.5761, -2.7002]],
  "atomic_forces_ev_per_a": [[0.628, -0.106, -0.124], [-0.306, -0.134, 0.160], [-0.031, -0.197, -0.637], [0.001, 0.052, -0.066], [-0.383, 0.293, -0.134], [0.007, -0.005, 0.263], [0.108, 0.009, 0.278], [0.016, 0.090, 0.232], [0.389, -0.307, -0.768], [0.308, -0.203, 0.301], [-0.171, -0.128, -0.686], [0.182, 0.374, 0.184], [-0.625, -0.020, 0.360], [-0.132, 0.768, 0.262], [0.275, -0.196, 0.062], [-0.193, -0.109, 0.284], [0.015, -0.167, 0.148], [-1.212, 0.466, -0.345], [0.579, -0.596, -0.318], [0.012, 0.074, 0.286], [0.314, 0.076, -0.080], [0.366, -0.152, 0.200], [-0.267, 0.082, 0.170], [0.155, 0.171, -0.017], [-0.373, 0.780, 0.134], [0.146, 0.613, -0.043], [0.154, -0.010, 0.562], [0.256, -0.578, -0.270], [-0.322, -0.681, -0.028], [0.352, -0.434, -0.041], [-0.076, 0.239, 0.120], [-0.226, 0.132, -0.406], [-0.257, -0.235, -0.208], [-1.048, -0.354, -0.143], [0.444, -0.223, 0.817], [0.600, 0.327, -0.475], [0.672, 0.287, -0.516], [0.494, 0.014, 0.470], [-0.414, 0.217, 0.221], [-0.371, -0.074, -0.210], [0.279, -0.789, 0.190], [-0.474, 0.729, -0.991], [-0.026, -0.502, 0.585], [0.038, 0.044, -0.071], [-0.181, 0.354, 0.311], [0.203, -0.201, 0.105], [0.245, 0.169, -0.082], [0.048, 0.167, 0.080], [0.516, -0.070, 0.036], [0.643, -0.337, -0.358], [-0.447, -0.459, 0.022], [-0.170, 0.401, 0.128], [-0.480, 0.321, 0.259], [-0.162, 0.020, -0.078], [-0.085, 0.119, -0.003], [0.098, -0.052, -0.032], [0.475, -0.088, -0.134], [0.734, -0.026, -0.133], [-0.913, -0.223, -0.632], [-0.264, -0.378, 0.252], [-0.274, 0.184, 0.344], [-0.096, 0.061, 0.091], [0.142, 0.138, -0.219], [0.083, 0.265, 0.332]]
}


{
  "formula": "C8H17ClN2Si",
  "method": "ωB97M-V/def2-TZVPD",
  "fmax_ev_per_a": 3.4,
  "e_lumo_ev": [-0.2, -0.3],
  "mol_weight_g_mol": 204.8,
  "e_homo_ev": [-7.84, -6.64],
  "e_above_lowest_ev": 2.887,
  "species": ["C", "C", "C", "C", "C", "C", "C", "C", "N", "N", "Si", "Cl", "H", "H", "H", "H", "H", "H", "H", "H", "H", "H", "H", "H", "H", "H", "H", "H", "H"],
  "coordinates": [[-3.2400, 1.7925, -0.0220], [-2.6219, 2.7344, 0.7340], [-0.3646, -1.8631, -0.3557], [0.7994, -2.3467, 0.4435], [0.0332, -1.1627, -1.6402], [2.2333, -1.4587, 2.2080], [0.6489, 1.0161, -2.3851], [-1.3760, 2.6482, 1.3787], [1.7015, -1.2752, 0.8967], [0.8220, 0.0538, -1.3475], [1.4716, 0.3055, 0.2417], [3.2279, 1.3598, 0.2862], [-4.2053, 1.9271, -0.3644], [-2.8341, 0.7053, -0.0733], [-3.0400, 3.7080, 0.9342], [-1.0380, -2.7990, -0.5829], [-0.9216, -1.0309, 0.1651], [0.5857, -2.9609, 1.4246], [1.2830, -3.1379, -0.1151], [0.4754, -1.8515, -2.2870], [-0.8137, -0.7285, -2.1806], [1.3659, -1.3821, 2.8720], [2.6425, -2.5450, 2.2546], [2.9482, -0.6057, 2.3536], [1.0463, 1.9555, -2.1934], [1.1608, 0.6925, -3.3252], [-0.4660, 1.0940, -2.5314], [-0.6334, 1.8226, 1.1403], [-0.8911, 3.3329, 2.0706]],
  "atomic_forces_ev_per_a": [[2.040, -2.665, 0.753], [1.648, 0.948, 1.277], [-2.403, -0.415, -0.092], [0.624, -1.023, 2.680], [-0.481, 1.617, 1.101], [0.332, -0.764, -0.031], [-1.238, -1.344, -1.344], [1.432, -1.906, -0.826], [-0.578, -0.049, -2.108], [0.722, -1.170, 0.725], [-0.791, -0.398, -0.337], [0.682, 0.299, -0.178], [-1.719, 0.349, -0.847], [-0.521, 2.127, -0.051], [-0.884, 0.093, -0.307], [0.976, 1.984, 0.406], [0.082, -1.284, 0.152], [-0.631, 1.272, -1.661], [0.763, 0.023, -0.611], [1.343, -0.981, -1.301], [-0.518, -0.700, 0.203], [0.459, -0.092, 0.748], [-0.064, 2.048, 0.332], [-0.259, -1.283, 0.498], [0.691, 1.782, 0.825], [-0.620, 0.028, 0.414], [1.003, 0.394, -0.439], [-1.298, 0.680, 0.256], [-0.791, 0.430, -0.238]]
}